102
Properties=species:S:1:pos:R:3:forces:R:3:lowdin_charge:R:1 method="wB97M-V/def2-TZVPD" max_force_ev_per_a=1.567 e_homo_ev=-4.624 e_tot_ev=-128444.6091 total_charge=-1 lumo_energy_ev=2.0 gap_ha=0.244
Y -1.321583 0.340417 -0.369244 0.109 -0.333 0.005 1.459
Ge -2.880317 -2.605456 1.917776 0.079 -0.613 1.050 0.746
S 2.757308 1.569398 1.161809 0.303 -0.232 0.500 0.682
F -3.043849 1.154049 0.404110 -0.218 0.198 0.009 -0.497
O -1.138297 -0.777742 -2.422432 -0.018 -0.376 -0.316 -0.097
O 1.673144 -7.127554 -1.726092 0.489 -1.082 0.427 0.056
O 0.844041 -6.443050 -3.580537 -0.221 -0.085 -0.265 0.053
O 0.307987 -1.332787 -0.134063 0.331 -0.090 0.253 -0.144
N 1.125566 -6.293421 -2.405437 0.029 0.521 0.031 -0.382
N 1.738948 1.667380 -2.000491 0.334 0.287 -0.132 0.127
N -0.089641 3.593682 -0.114648 0.643 0.490 -0.492 -0.022
N 1.487947 3.006062 -2.065804 -0.038 0.118 -0.486 -0.036
N 3.924636 2.006722 3.511594 -0.059 -0.882 -0.320 -0.006
N 3.698165 -0.213941 2.892131 -0.044 -0.577 -0.290 0.001
N -1.733090 2.116999 -2.090884 -0.789 -0.614 -0.337 0.048
N -1.093800 3.257233 -2.354357 0.595 0.431 0.035 -0.026
N -0.365504 2.465500 0.558472 -0.193 -0.097 0.540 0.026
C 4.444744 1.621933 4.818518 -0.419 0.936 -0.088 -0.197
C -1.076999 -3.075170 2.714547 -0.676 0.689 0.418 -0.230
C -5.246365 1.384368 -2.731560 -0.726 0.019 -0.415 -0.067
C 3.684662 0.159326 -2.537000 -0.557 0.472 -0.465 -0.377
C 5.152620 0.299217 4.763724 -0.514 -0.611 -0.219 -0.177
C 2.934681 -0.914694 -1.786716 -0.005 -0.286 0.522 -0.091
C 0.483971 -2.478657 -0.629142 -0.289 0.306 0.121 -0.386
C -0.102932 -2.861139 -1.880342 -0.235 0.425 -0.436 -0.142
C 2.975709 1.502612 -2.491980 -0.534 0.074 0.349 -0.299
C -3.900123 -1.445204 3.228998 0.357 -0.875 0.114 -0.224
C -1.778718 3.977457 -3.242325 0.193 0.805 -0.405 -0.081
C 0.111157 -4.115385 -2.427223 0.002 0.497 -0.333 0.040
C 0.847593 -5.038526 -1.770395 0.043 0.101 0.302 -0.168
C -0.429634 4.212479 1.969166 0.251 -0.092 0.521 -0.021
C 3.526437 2.748790 -2.885383 0.428 -1.033 -0.011 -0.044
C -0.776622 0.385019 2.486424 -0.152 0.433 0.685 -0.115
C -3.826812 -4.414853 2.045242 0.047 0.755 0.307 -0.246
C 4.221329 -0.738103 4.146851 -0.121 0.253 -0.344 -0.175
C -3.579795 0.306141 -4.353253 -0.264 1.465 -0.488 -0.065
C -3.798498 0.943890 -2.963383 0.325 0.559 -0.346 -0.361
C -0.079853 4.642319 0.710560 -0.361 0.205 0.491 -0.082
C 3.948314 -0.270620 -3.986985 -0.390 0.317 -0.085 -0.075
C -0.563113 2.829762 1.829414 -0.244 -0.541 0.103 -0.299
C -0.846693 -1.945352 -2.701152 -0.199 0.417 0.321 -0.164
C -0.917948 1.848378 2.922083 0.196 0.235 -0.594 -0.350
C -2.624509 -1.773846 0.240559 -0.187 0.373 -0.931 -0.413
C 2.540997 3.654412 -2.617141 -0.146 0.972 -0.050 -0.111
C 1.404062 -4.720845 -0.511392 0.466 -0.758 0.041 0.009
C 1.278719 -3.487548 0.023567 -0.449 0.645 -0.166 0.004
C -2.296763 2.173786 3.481325 -0.439 -0.625 0.190 -0.064
C -2.896572 3.280942 -3.622702 -0.083 0.123 0.508 -0.022
C -2.844360 2.130930 -2.838058 -0.243 -1.274 -0.175 -0.272
C 3.492679 1.081177 2.595974 -0.166 1.028 -0.193 -0.853
B 0.184893 3.725873 -1.630068 0.091 0.109 0.082 -0.513
H 4.644176 0.342960 -2.073006 0.415 -0.100 0.324 0.127
H -1.153536 -3.250297 3.819391 0.170 0.066 -0.931 0.021
H 5.354217 -0.027878 5.763338 0.309 -0.084 0.708 0.103
H -0.718536 -0.260199 3.364172 -0.092 0.027 0.042 0.086
H -5.995203 0.594419 -2.973137 0.654 0.274 0.228 0.082
H 3.374666 -0.857205 2.174755 0.069 0.292 0.295 0.124
H 2.667439 -0.584082 -0.768958 0.032 -0.152 -0.482 0.032
H -3.841310 1.031317 -5.174211 0.074 -0.544 0.772 0.090
H -1.204680 -2.331681 -3.677355 0.201 -0.028 0.163 0.140
H -4.848579 -1.944421 3.483678 0.183 0.254 -0.179 0.001
H -0.253531 -4.306135 -3.412756 -0.273 -0.296 -0.438 0.122
H -0.747270 -3.961867 2.193568 0.191 -0.435 0.042 -0.012
H -5.515182 2.235289 -3.382631 0.233 -0.246 0.135 0.071
H 0.158422 0.224411 1.954603 0.085 -0.038 -0.318 0.042
H -0.536000 4.780981 2.889554 0.078 -0.091 -0.362 0.102
H -2.526238 1.441757 4.272471 -0.080 0.267 -0.111 0.076
H 3.541589 -1.823292 -1.717533 0.092 0.032 0.045 0.083
H 6.102481 0.335584 4.227990 -0.148 0.170 -0.160 0.123
H -3.045554 2.052651 2.688680 0.108 0.092 0.132 0.074
H 5.139249 2.397904 5.123794 0.077 0.165 0.201 0.113
H 0.146508 5.640425 0.391102 0.040 0.053 -0.342 0.111
H -3.436423 -5.224114 1.424655 0.125 0.202 -0.047 -0.004
H 1.965516 -5.500128 -0.009361 0.023 0.119 0.015 0.118
H 2.985756 -0.424006 -4.499228 0.251 0.091 0.064 0.085
H -2.219118 -2.551144 -0.417818 0.123 -0.166 -0.005 -0.050
H -5.421270 1.716405 -1.704896 0.183 -0.145 -0.035 0.079
H -4.084903 -0.474721 2.781733 -0.077 0.177 0.011 -0.008
H -4.202574 -0.561761 -4.478801 -0.174 -0.537 -0.053 0.065
H 4.498902 -1.209464 -4.040698 0.126 -0.018 0.072 0.069
H -3.682183 3.597351 -4.273273 -0.160 0.063 -0.269 0.095
H 3.386583 -1.003003 4.823316 0.380 0.136 -0.106 0.125
H 4.501424 0.513176 -4.515832 -0.055 -0.201 -0.057 0.067
H -1.673969 0.044391 1.968015 -0.042 -0.114 -0.117 0.010
H -3.538284 0.186922 -2.233141 0.022 -0.111 0.332 0.089
H 4.786051 -1.637273 3.918850 -0.058 -0.215 0.041 0.115
H 0.294761 4.934454 -1.871497 0.123 -0.678 0.086 0.118
H -0.192913 1.995009 3.710135 0.385 0.181 0.362 0.125
H 1.725674 -3.190433 0.955531 0.114 -0.167 0.263 0.111
H -2.372042 3.181583 3.906590 0.139 -0.165 -0.153 0.072
H 3.613325 2.950003 3.320601 0.139 -0.245 0.081 0.115
H 2.025722 -1.216847 -2.314117 -0.009 0.295 0.039 0.071
H -3.747993 -4.713383 3.103187 -0.090 -0.021 -0.271 -0.001
H -0.361716 -2.272040 2.488914 -0.144 -0.243 0.202 -0.021
H 2.513234 4.737104 -2.813537 -0.064 -0.740 0.327 0.115
H 3.619019 1.599530 5.551413 0.275 -0.135 -0.056 0.123
H -4.885502 -4.266031 1.807598 0.070 -0.106 0.026 -0.007
H -1.449691 4.970962 -3.523141 0.080 -0.262 0.028 0.117
H -3.343373 -1.336134 4.177667 -0.131 0.075 -0.422 0.005
H 4.546957 2.861539 -3.245311 -0.435 0.315 -0.035 0.097
H -2.529113 0.079693 -4.500832 0.104 -0.281 0.101 0.065
H -3.602951 -1.530594 -0.216914 0.028 0.036 0.272 -0.033